83
Properties=species:S:1:pos:R:3:lowdin_charge:R:1 method="wB97M-V/def2-TZVPD" lumo_energy_ev=1.1 e_above_lowest_kcal_mol=6.6 charge=-1 homo_energy_ev=-7.35 orbital_gap_ev=8.43
O 12.682 1.314 18.442 0.161
C 11.846 1.085 19.251 -0.416
O 10.874 1.908 19.644 0.213
B 10.199 1.341 20.785 -0.922
O 10.753 -0.021 20.956 0.200
C 11.729 -0.222 20.070 -0.378
O 12.473 -1.160 20.018 0.123
O 8.722 1.298 20.599 0.212
C 8.118 1.768 21.650 -0.407
O 6.941 1.871 21.862 0.114
C 9.204 2.349 22.600 -0.389
O 10.377 2.134 22.021 0.218
O 9.024 2.802 23.692 0.131
C 14.218 -0.527 22.897 -0.062
C 14.505 0.626 22.058 -0.277
N 14.697 1.491 21.331 0.168
H 14.149 -0.207 23.933 0.077
H 14.981 -1.292 22.784 0.078
H 13.278 -0.945 22.530 0.068
C 11.475 5.343 21.599 -0.060
C 12.441 4.641 20.768 -0.273
N 13.201 4.088 20.116 0.161
H 10.684 5.747 20.970 0.076
H 11.975 6.117 22.176 0.076
H 11.027 4.634 22.296 0.064
C 5.368 4.299 23.099 -0.071
C 4.782 5.513 23.679 -0.287
N 4.315 6.452 24.136 0.108
H 6.446 4.284 23.230 0.072
H 5.196 4.329 22.022 0.078
H 4.873 3.436 23.531 0.077
C 5.587 -0.660 23.604 -0.070
C 5.984 -0.570 24.991 -0.273
N 6.343 -0.477 26.078 0.147
H 4.958 -1.518 23.387 0.080
H 6.478 -0.618 22.981 0.073
H 4.993 0.221 23.351 0.078
C 6.660 2.755 18.447 -0.065
C 7.511 3.856 18.837 -0.275
N 8.144 4.758 19.157 0.148
H 6.826 2.550 17.386 0.081
H 5.599 2.970 18.555 0.082
H 6.908 1.837 18.974 0.066
C 9.730 0.605 25.933 -0.081
C 9.486 -0.531 26.795 -0.318
N 9.310 -1.415 27.506 0.116
H 10.803 0.727 25.783 0.084
H 9.341 1.493 26.432 0.088
H 9.274 0.545 24.950 0.059
C 14.843 -3.114 19.658 -0.080
C 15.338 -1.935 18.968 -0.298
N 15.731 -1.037 18.373 0.144
H 14.121 -2.808 20.410 0.050
H 15.647 -3.636 20.175 0.077
H 14.411 -3.767 18.904 0.082
C 8.874 -3.866 18.972 -0.067
C 9.136 -5.229 19.074 -0.065
C 9.902 -5.689 20.142 -0.014
C 10.441 -4.795 21.045 -0.148
C 10.136 -3.442 20.981 0.014
C 9.416 -2.988 19.895 -0.049
N 11.359 -5.293 22.068 -0.353
O 11.524 -6.496 22.147 0.067
O 11.845 -4.480 22.824 0.083
H 8.266 -3.492 18.157 0.090
H 8.719 -5.966 18.404 0.102
H 10.241 -6.717 20.166 0.116
H 10.639 -2.796 21.688 0.116
H 9.182 -1.929 19.879 0.108
C 8.610 -1.871 13.299 -0.079
C 8.299 -2.281 14.587 -0.066
C 8.691 -1.505 15.675 -0.002
C 9.305 -0.297 15.432 -0.137
C 9.462 0.210 14.152 0.001
C 9.135 -0.597 13.076 -0.067
N 9.706 0.552 16.568 -0.322
O 9.278 0.248 17.667 0.086
O 10.422 1.496 16.332 0.123
H 8.407 -2.513 12.451 0.103
H 7.950 -3.286 14.792 0.104
H 8.654 -1.897 16.679 0.093
H 9.771 1.233 13.992 0.122
H 9.320 -0.300 12.053 0.106